The following is a quantum chemistry calculation of Cl2H3P3 in the gas phase, from the OMol25 dataset.

Geometry as XYZ:
```
8
Properties=species:S:1:pos:R:3:forces:R:3
P -0.31640 -0.79826 -0.02072 0.585 0.441 -0.274
P 0.87508 0.99629 0.46116 -1.031 -0.422 -0.180
P 2.98554 0.68295 0.69009 2.571 -0.271 1.281
Cl 3.42269 -0.66577 -0.72480 0.088 -0.324 -0.646
Cl -0.36195 2.51060 -0.32535 -1.353 1.420 -0.240
H 0.10156 -0.37826 -1.31358 -0.749 -0.137 -0.273
H 0.96362 -1.34686 -0.02901 0.268 -1.069 0.385
H 0.80129 1.12284 1.86493 -0.379 0.362 -0.052
```
Forces are in eV/Å.

- LUMO energy (spin up / spin down) (eV) = -0.053 / -2.128
- spin multiplicity = 3
- energy relative to the best compared isomer or geometry (same formula, charge and spin) (kcal per mole) = 0.0
- HOMO-LUMO gap (spin up / spin down) (eV) = 5.95 / 7.77

Table of Mulliken atomic charges, one value per atom, all in e: atom 1 (P): -0.049, atom 2 (P): 0.148, atom 3 (P): 0.113, atom 4 (Cl): -0.170, atom 5 (Cl): -0.322, atom 6 (H): 0.109, atom 7 (H): 0.043, atom 8 (H): 0.127

The following is a quantum chemistry calculation of 4 unconnected molecules or ions with the total composition C18H48BrN3O6, from the OMol25 dataset.

Geometry as XYZ:
```
76
Properties=species:S:1:pos:R:3:forces:R:3
Br -0.47383 0.93790 -1.24285 -0.031 -0.047 0.654
C 1.67947 -0.37384 4.71340 -0.015 0.305 -0.484
O 1.59245 0.75690 3.84135 0.314 0.759 -1.702
C 1.95174 0.48009 2.45495 0.161 0.149 0.527
C 2.10274 1.76464 1.59094 -1.028 -0.802 1.256
N 0.78588 2.54098 1.63995 1.949 1.580 0.544
H 0.06217 2.16556 1.04379 -0.029 -0.499 -1.061
H 0.44465 2.43617 2.58477 0.007 0.168 0.828
C 0.99999 4.05636 1.35717 -0.439 -0.292 -0.479
C 0.72674 4.94173 2.58103 -0.196 -1.036 -0.220
O 1.35069 4.47107 3.73347 -2.042 -1.830 0.679
C 2.60245 4.91454 4.02190 1.967 2.214 -0.893
H 0.98648 -1.12006 4.32481 0.153 -0.433 0.296
H 1.39230 -0.06751 5.71929 -0.166 0.160 -0.247
H 2.70893 -0.72716 4.77228 -0.006 -0.267 -0.174
H 1.23484 -0.19641 1.98965 -0.379 -0.005 0.011
H 2.91093 -0.03466 2.39938 0.237 -0.044 0.167
H 2.32932 1.54079 0.54851 -0.140 -0.094 0.122
H 2.90469 2.35610 2.03268 -0.348 0.361 -0.079
H 0.28520 4.30117 0.57151 -0.007 0.092 0.022
H 1.98549 4.22622 0.92352 0.080 -0.463 0.215
H -0.34010 4.84220 2.78121 -0.102 0.434 0.079
H 0.98325 5.96608 2.31085 -0.015 0.166 0.124
H 3.27044 4.70717 3.18590 0.505 -0.234 -0.040
H 3.09050 4.61537 4.94948 -0.794 -0.659 0.002
H 2.54250 6.00224 4.05940 0.347 0.363 0.197
C 0.86390 0.33963 -5.68874 -0.360 -0.694 -0.185
O 1.53412 0.85042 -4.57522 -0.442 0.686 1.251
C 2.86414 0.54156 -4.32251 0.810 -0.504 -0.842
C 3.05743 -0.04587 -2.93680 -1.346 -0.521 0.285
N 1.82643 -0.96145 -2.68540 1.965 -1.556 0.245
H 1.08819 -0.30483 -2.47579 -1.070 0.247 0.857
H 1.50234 -1.43106 -3.51878 0.125 -0.030 -0.673
C 2.00875 -2.11317 -1.60288 -0.410 2.352 -0.529
C 0.67989 -2.84675 -1.35186 0.005 1.014 -0.161
O -0.05196 -2.93267 -2.56690 0.088 -0.325 0.357
C -1.36862 -3.49329 -2.41713 0.129 0.093 0.102
H 0.80652 -0.74673 -5.62074 0.316 -0.382 -0.348
H 1.30774 0.65611 -6.63264 -0.056 -0.027 -0.023
H -0.18135 0.63885 -5.61121 0.193 0.458 -0.107
H 3.44418 1.45596 -4.44718 0.335 -0.121 0.117
H 3.28169 -0.22878 -4.97084 -0.226 0.113 -0.752
H 3.03748 0.77742 -2.22274 -0.164 -0.451 0.454
H 3.95516 -0.65640 -2.83966 -0.016 0.237 -0.064
H 2.26445 -1.42184 -0.79989 0.003 -0.778 0.765
H 2.86738 -2.75529 -1.79922 -0.127 0.273 -0.661
H 0.16356 -2.23264 -0.61405 -0.538 0.016 -0.083
H 0.87499 -3.79928 -0.85919 0.048 -0.328 -0.359
H -1.35358 -4.53681 -2.10256 0.290 -0.076 0.019
H -1.89676 -3.44213 -3.36925 0.360 0.089 -0.053
H -1.95778 -2.93730 -1.68785 0.074 0.172 0.118
C -3.96670 -0.84703 -2.97068 0.678 -0.328 0.708
O -4.15865 -1.59228 -1.74866 0.383 0.054 -0.260
C -5.00003 -0.99522 -0.81132 -0.647 -0.139 -0.159
C -4.28926 0.00699 0.05772 1.230 0.229 0.218
N -2.97317 -0.65118 0.53537 -0.521 0.850 1.475
H -2.64202 -1.17832 -0.25996 0.202 -0.685 -0.425
H -2.26245 0.05327 0.67225 0.343 0.612 -0.335
C -3.06922 -1.45587 1.84635 0.160 -0.189 -1.714
C -1.67985 -1.89879 2.43202 -1.137 -0.116 -0.651
O -1.03244 -2.77970 1.54016 0.580 -0.507 -0.131
C 0.27329 -3.17062 2.01138 0.500 0.749 0.073
H -4.91591 -0.69792 -3.48533 0.145 -0.133 -0.140
H -3.22517 -1.44266 -3.50306 -0.489 0.002 -0.429
H -3.45652 0.09671 -2.77787 -0.232 0.297 0.115
H -5.40043 -1.78895 -0.18063 0.008 -0.150 0.000
H -5.85944 -0.53285 -1.29682 -0.112 0.218 0.036
H -4.92261 0.34310 0.87871 0.266 -0.295 0.274
H -3.94209 0.90894 -0.44629 -0.144 -0.131 -0.355
H -3.69499 -2.25709 1.45319 0.161 -0.614 0.992
H -3.67487 -0.80255 2.47443 0.370 -0.302 0.451
H -1.84571 -2.42634 3.37131 -0.248 0.211 0.249
H -1.07195 -1.01498 2.62552 0.161 0.256 0.062
H 0.32475 -3.58801 3.01699 -0.649 -0.007 0.146
H 0.92598 -2.29765 2.00906 -0.011 0.341 0.176
H 0.83127 -3.86825 1.38683 -0.961 -0.226 -0.451
```
Forces are in eV/Å.

- LUMO energy (eV) = -4.650
- net charge = +2
- energy relative to the best compared isomer or geometry (same formula, charge and spin) (kcal per mole) = 39.5
- HOMO-LUMO gap (eV) = 9.61

Table of Mulliken atomic charges, one value per atom, all in e: atom 1 (Br): -0.754, atom 2 (C): -0.636, atom 3 (O): -0.330, atom 4 (C): -0.110, atom 5 (C): -0.581, atom 6 (N): 0.199, atom 7 (H): 0.034, atom 8 (H): 0.430, atom 9 (C): -0.721, atom 10 (C): -0.532, atom 11 (O): -0.316, atom 12 (C): -0.735, atom 13 (H): 0.161, atom 14 (H): 0.263, atom 15 (H): 0.332, atom 16 (H): -0.262, atom 17 (H): 0.560, atom 18 (H): 0.227, atom 19 (H): 0.381, atom 20 (H): 0.394, atom 21 (H): 0.383, atom 22 (H): 0.329, atom 23 (H): 0.445, atom 24 (H): 0.299, atom 25 (H): 0.260, atom 26 (H): 0.347, atom 27 (C): -0.732, atom 28 (O): -0.317, atom 29 (C): -0.657, atom 30 (C): -0.260, atom 31 (N): 0.432, atom 32 (H): -0.286, atom 33 (H): 0.350, atom 34 (C): -0.745, atom 35 (C): 0.341, atom 36 (O): -0.350, atom 37 (C): -0.527, atom 38 (H): 0.328, atom 39 (H): 0.324, atom 40 (H): 0.232, atom 41 (H): 0.428, atom 42 (H): 0.382, atom 43 (H): 0.094, atom 44 (H): 0.426, atom 45 (H): 0.277, atom 46 (H): 0.410, atom 47 (H): -0.371, atom 48 (H): 0.508, atom 49 (H): 0.322, atom 50 (H): 0.292, atom 51 (H): 0.015, atom 52 (C): -0.574, atom 53 (O): -0.309, atom 54 (C): -0.547, atom 55 (C): -0.529, atom 56 (N): 0.467, atom 57 (H): -0.124, atom 58 (H): 0.005, atom 59 (C): -0.905, atom 60 (C): -0.052, atom 61 (O): -0.299, atom 62 (C): -0.647, atom 63 (H): 0.358, atom 64 (H): 0.091, atom 65 (H): 0.283, atom 66 (H): 0.371, atom 67 (H): 0.441, atom 68 (H): 0.427, atom 69 (H): 0.325, atom 70 (H): 0.400, atom 71 (H): 0.398, atom 72 (H): 0.489, atom 73 (H): 0.108, atom 74 (H): 0.424, atom 75 (H): 0.119, atom 76 (H): 0.299

- Which of these has the lowest energy relative to the best compared isomer or geometry (same formula, charge and spin)?
  Cl2H3P3